# 1
Here is an isolated ion of composition C6H5O4 and charge -1 in a non-equilibrium geometry from the Open Molecules 2025 dataset. Energies are from the ωB97M-V functional and the def2-TZVPD basis.

The geometry in XYZ format:
```
15
Properties=species:S:1:pos:R:3:forces:R:3:mulliken_charge:R:1
C 2.346331 0.622379 1.478300 0.07 0.40 -0.18 -0.6850
O 1.906592 -0.638829 1.941141 -0.27 -0.45 0.30 -0.4067
C 0.965146 -1.192507 1.172673 0.78 0.63 -0.11 -0.1607
C 0.336007 -1.284375 0.136390 -0.39 -0.53 0.48 0.5031
O -0.516089 -1.647920 -0.751968 -0.05 0.01 -0.52 -0.3935
C -1.906068 -1.130284 -0.567867 -0.70 -0.54 0.51 0.2458
O -2.672546 -1.909129 -0.033317 0.57 0.24 -0.33 -0.6464
C -2.113880 0.143739 -1.067381 -0.42 0.23 -0.07 -0.2226
C -1.155543 0.987245 -1.644567 0.70 -0.07 -0.05 -0.0183
O -1.335461 2.128577 -2.077692 -0.09 0.16 -0.07 -0.6762
H 1.501035 1.300998 1.327682 0.03 -0.08 0.04 0.3259
H 2.882402 0.521735 0.528271 -0.05 -0.05 0.04 0.2996
H 3.014861 1.023318 2.240987 -0.01 -0.02 -0.04 0.2223
H -3.129705 0.509509 -0.990797 -0.02 0.01 0.05 0.3427
H -0.123081 0.565546 -1.691855 -0.16 0.06 -0.05 0.2699
```
Forces are in eV/Å.

The HOMO energy comes out at -4.09 eV. Its total charge is -1. The calculation puts the energy above the lowest of the compared OMol25 structures with the same formula, charge and spin at 194.3 kJ/mol. The structure (SMILES) is COC#CO/C([O-])=C\C=O. The orbital gap comes out at 7.529 eV. The strongest force on any atom is 1.0 eV/A. Its molar mass is 141.102 g mol⁻¹.

# 2
Here is a 2-piece molecular cluster, C4H9NO overall in a non-equilibrium geometry from the Open Molecules 2025 dataset. Energies are from the ωB97M-V functional and the def2-TZVPD basis.

The geometry in XYZ format:
```
15
Properties=species:S:1:pos:R:3:forces:R:3:mulliken_charge:R:1
C 0.904397 -0.364782 -1.498551 -0.05 0.10 -0.02 -1.0673
C 0.342397 0.680713 -0.593688 -0.43 0.59 -0.57 0.1533
N -0.904199 0.733454 -0.306630 0.35 0.49 -0.92 -0.5507
C -1.350791 1.859585 0.417795 0.27 0.54 0.01 0.1108
O -0.710847 2.867594 0.589038 -0.33 -0.18 0.08 -0.4801
H 0.984018 0.150480 -2.464392 0.08 -0.18 -0.06 0.3580
H 0.254866 -1.236303 -1.614513 0.02 0.28 0.07 0.3062
H 1.913362 -0.685994 -1.219301 -0.21 0.17 0.05 0.3441
H 1.018289 1.472616 -0.264922 0.04 0.01 0.12 0.3814
H -2.388181 1.745501 0.782836 0.26 0.00 0.00 0.3774
C 0.009108 -1.454795 1.209279 -0.67 -0.08 0.08 -1.0758
H 1.101755 -1.562176 1.026115 -0.77 0.51 -0.49 0.2020
H -0.381670 -2.471422 1.196955 -0.08 -0.10 0.21 0.2937
H -0.056814 -1.065333 2.231402 -0.21 -0.11 -0.06 0.3018
H -0.657850 -0.796466 0.529828 1.70 -2.06 1.51 0.3453
```
Forces are in eV/Å.

The HOMO energy comes out at -9.99 eV. The calculation puts the energy above the lowest of the compared OMol25 structures with the same formula, charge and spin at 233.0 kJ/mol. The structure (SMILES) is C/C=N/C=O.C. The orbital gap comes out at 9.920 eV. The strongest force on any atom is 3.1 eV/A. Its molar mass is 87.122 g mol⁻¹.

# 3
Here is C4H4N2 as an isolated structure from the Open Molecules 2025 dataset. Energies are from the ωB97M-V functional and the def2-TZVPD basis.

The geometry in XYZ format:
```
10
Properties=species:S:1:pos:R:3:forces:R:3:mulliken_charge:R:1
C 0.538485 0.775927 -0.202942 -0.04 -0.22 0.03 -0.2016
C 1.245908 -0.361017 0.020910 -0.03 0.03 0.03 -0.2648
N 0.657947 -1.604610 -0.036132 -0.22 0.16 0.05 -0.2322
N -0.610271 -1.737189 -0.169243 0.03 0.11 -0.03 -0.2094
C -1.536280 -0.685178 -0.060699 0.23 -0.02 -0.03 -0.3544
C -0.884056 0.630365 -0.084854 0.18 0.18 -0.22 -0.1723
H 1.017434 1.717476 -0.457234 -0.11 -0.11 0.15 0.3504
H 2.323709 -0.389680 0.140673 -0.12 0.04 -0.11 0.4092
H -1.239374 0.135971 0.969322 0.09 0.04 0.16 0.2304
H -1.513498 1.517935 -0.119797 -0.01 -0.22 -0.04 0.4449
```
Forces are in eV/Å.

The HOMO energy comes out at -8.74 eV. The calculation puts the energy above the lowest of the compared OMol25 structures with the same formula, charge and spin at 527.7 kJ/mol. The orbital gap comes out at 8.090 eV. The strongest force on any atom is 0.3 eV/A. Its molar mass is 80.090 g mol⁻¹.

# 4
Here is a 2-piece molecular cluster, C2H10N2 overall in a non-equilibrium geometry from the Open Molecules 2025 dataset. Energies are from the ωB97M-V functional and the def2-TZVPD basis.

The geometry in XYZ format:
```
14
Properties=species:S:1:pos:R:3:forces:R:3:mulliken_charge:R:1
C 0.815477 0.881008 1.927031 -0.63 -1.83 2.03 -0.7639
N 0.540605 -0.188483 2.930428 -0.76 0.78 -0.50 -0.3679
C 1.236412 -1.415668 2.768775 0.25 -0.31 0.79 -0.8150
H 0.495914 0.432311 0.989603 0.21 0.55 -0.34 0.2807
H 1.867899 1.163559 1.968643 0.04 0.34 -0.46 0.2599
H 0.131591 1.638940 2.288301 0.20 0.74 -0.71 0.3098
H 0.592680 0.132416 3.882903 0.12 0.26 -0.02 0.2196
H 0.967445 -2.046604 3.614993 -0.09 -0.29 -0.07 0.3090
H 0.927087 -1.925428 1.859481 0.26 -0.02 -0.19 0.2714
H 2.317685 -1.284729 2.854856 0.39 -0.23 -0.53 0.2965
N -2.325822 0.769225 -6.111107 -0.28 1.00 0.07 -0.6377
H -2.861937 1.371914 -6.723185 0.26 0.03 -0.14 0.2126
H -3.017145 0.255173 -5.592722 0.23 -0.63 0.03 0.2126
H -1.687891 0.216367 -6.657999 -0.22 -0.40 0.04 0.2124
```
Forces are in eV/Å.

The HOMO energy comes out at -8.43 eV. The calculation puts the energy above the lowest of the compared OMol25 structures with the same formula, charge and spin at 66.4 kJ/mol. The structure (SMILES) is CNC.N. The orbital gap comes out at 9.730 eV. The strongest force on any atom is 2.8 eV/A. Its molar mass is 62.116 g mol⁻¹.

# 5
Here is a 4-piece molecular cluster, C36H79ClF5N7O5P overall in a non-equilibrium geometry from the Open Molecules 2025 dataset. Energies are from the ωB97M-V functional and the def2-TZVPD basis.

The geometry in XYZ format:
```
134
Properties=species:S:1:pos:R:3:forces:R:3:mulliken_charge:R:1
C -7.869338 2.509310 -7.376672 0.04 -0.12 -0.17 -1.2877
C -7.684653 3.941040 -6.952585 0.10 -0.54 -0.23 -0.2162
O -7.255771 3.999690 -5.571057 0.43 0.52 -0.03 -0.1638
P -8.032558 5.080283 -4.688437 -1.41 0.34 0.55 0.7693
O -9.479556 4.856821 -4.668760 -0.04 0.07 -0.06 -0.7757
C -7.327848 4.926618 -3.028075 0.73 -0.62 -0.40 -1.0255
C -6.307099 3.787501 -2.896697 0.07 0.09 0.34 -1.0775
C -4.888514 4.160699 -3.352957 -0.47 -0.47 0.21 -0.5118
C -3.852237 3.370492 -2.592720 0.43 0.27 0.18 -0.3528
C -2.336285 3.806077 -2.550181 0.03 -0.52 0.37 -0.8518
C -1.957898 5.254828 -2.731609 -0.52 0.49 -0.37 0.6831
F -2.536527 5.935297 -1.700289 0.29 -0.29 -0.44 -0.3667
F -2.449820 5.789589 -3.888572 0.23 -0.15 0.44 -0.2879
C -0.411304 5.518459 -2.703898 0.59 0.87 0.31 0.5623
F 0.085239 5.632079 -3.969881 -0.36 -0.25 1.43 -0.2612
F -0.184635 6.684192 -2.042601 0.01 -1.33 -0.86 -0.2688
F 0.225742 4.514899 -2.055815 -0.33 0.98 -0.60 -0.1613
N -1.580218 2.820151 -3.336211 0.09 0.15 0.38 0.9935
C -1.649684 3.098589 -4.783899 0.14 -0.33 -0.69 -0.4511
C -0.871142 2.130300 -5.676484 0.16 0.35 -0.16 -0.4088
C -1.529955 0.806175 -5.964252 0.45 -0.11 -0.21 -1.3642
O 0.442181 1.905711 -5.199710 -0.07 -0.33 0.16 -0.5913
C -2.307559 1.679674 -2.940449 -0.45 0.47 -1.07 -0.8665
N -1.754630 0.608972 -2.506288 0.01 0.02 -0.02 0.9473
C -2.597837 -0.489149 -2.001918 -0.32 -0.98 -0.18 -1.2563
N -2.985789 -1.480102 -2.992952 -0.07 0.36 0.35 -0.4083
C -0.259745 0.551966 -2.504837 0.19 -0.43 0.25 0.3960
C 0.268085 -0.790297 -2.082125 -0.61 -0.60 -0.02 -1.0958
O -0.099797 -1.753731 -3.060500 0.24 0.32 -0.29 -0.5913
N -3.677059 1.935410 -2.923797 0.08 -0.14 0.53 -0.0335
Cl -4.647431 1.205962 -4.115586 0.01 -0.15 -0.03 -0.0477
O -7.716234 6.545838 -5.256750 0.59 -0.67 -0.12 -0.4579
C -6.429656 6.860100 -5.808632 0.24 0.67 0.10 -0.0371
C -5.433983 7.425795 -4.789197 -0.17 0.02 -0.34 -0.8017
H -8.815152 2.095121 -7.053837 -0.17 -0.05 0.19 0.3349
H -7.065258 1.876584 -7.017467 0.20 -0.06 0.17 0.2281
H -7.832557 2.467516 -8.460382 -0.12 -0.04 -0.22 0.4040
H -6.910285 4.391554 -7.563178 0.18 0.26 0.00 0.2502
H -8.614436 4.478149 -7.089714 -0.16 0.28 0.08 0.4284
H -8.165678 4.704088 -2.382764 -0.37 0.02 0.01 0.4838
H -6.890356 5.854100 -2.677338 0.00 0.25 -0.05 0.5588
H -6.268729 3.509642 -1.845436 0.06 0.01 0.25 0.7967
H -6.651577 2.901935 -3.413870 -0.15 -0.12 -0.15 0.3215
H -4.803822 4.012094 -4.423306 0.16 0.30 -0.29 0.4636
H -4.735490 5.197595 -3.083334 0.20 0.29 -0.22 0.4942
H -4.126640 3.373683 -1.544372 -0.40 0.09 0.16 0.4445
H -2.053065 3.603880 -1.516880 0.24 0.15 0.13 0.7462
H -1.214869 4.074078 -4.949486 0.09 0.17 0.23 0.8319
H -2.670611 3.160891 -5.166618 -0.26 -0.05 0.10 -0.1261
H -0.793107 2.646739 -6.634060 -0.12 0.12 -0.19 0.6930
H -1.793277 0.238170 -5.082114 -0.22 -0.05 0.18 0.0608
H -0.823435 0.200838 -6.521694 0.14 -0.13 -0.09 0.4377
H -2.380311 0.963345 -6.614196 -0.42 -0.05 0.11 0.4154
H 0.939020 2.723156 -5.243021 0.22 0.23 0.02 0.3466
H -2.075239 -0.990902 -1.202094 0.42 0.21 0.19 0.3126
H -3.490177 -0.064190 -1.561778 -0.12 0.30 0.02 0.4904
H -2.431350 -1.442567 -3.832625 0.14 -0.15 -0.09 0.3071
H -3.963710 -1.388710 -3.209230 -0.09 -0.03 -0.28 0.3448
H 0.082501 0.755512 -3.510177 0.09 0.22 -0.09 0.0756
H 0.095121 1.314933 -1.821226 0.05 0.29 0.02 0.0087
H 1.346360 -0.751711 -1.985314 0.26 0.19 -0.11 0.4937
H -0.121903 -1.084393 -1.112766 0.11 0.03 0.28 0.4474
H -0.651107 -2.431793 -2.674648 -0.10 -0.32 0.18 0.4124
H -5.992747 6.014776 -6.327286 -0.11 -0.36 0.01 0.0910
H -6.615554 7.620433 -6.554873 -0.20 0.07 -0.23 0.4420
H -5.806335 7.338428 -3.777686 0.00 -0.12 0.22 0.2550
H -4.478552 6.926446 -4.892348 0.19 -0.11 0.20 -0.0279
H -5.261662 8.479317 -4.968852 -0.01 0.23 0.01 0.4178
C 1.363033 -0.162639 1.756151 -0.03 -0.05 -0.02 -1.4894
C 1.086055 1.271374 1.330648 0.09 -0.12 -0.08 -0.0816
N 1.309758 2.225156 2.393695 -0.06 0.13 -0.03 0.1359
C 0.807332 3.554623 2.096242 -0.16 0.11 -0.02 -0.8453
C 1.452239 4.334119 0.943314 -0.04 0.07 0.05 -0.8079
C 2.620657 2.165004 3.023056 0.19 -0.15 0.15 0.0423
C 3.856058 2.364478 2.135809 0.01 0.04 0.06 -1.0822
H 0.773709 -0.427219 2.634601 0.02 0.03 0.04 0.3433
H 1.099220 -0.851473 0.951827 0.01 -0.03 -0.02 0.3460
H 2.416195 -0.324354 1.985273 0.00 -0.02 -0.01 0.2879
H 0.031927 1.345477 1.033422 0.00 0.10 0.03 0.3085
H 1.682038 1.491424 0.425446 -0.02 -0.02 -0.02 0.2019
H 0.864083 4.155294 3.006429 0.07 -0.04 0.04 0.3634
H -0.264093 3.455029 1.885777 0.01 -0.08 -0.02 0.4434
H 2.430957 4.728504 1.208611 0.05 -0.06 -0.01 0.2912
H 0.824804 5.190731 0.687089 -0.01 0.00 0.01 0.3754
H 1.558168 3.725613 0.044488 0.03 -0.03 0.00 0.1712
H 2.709686 1.196494 3.520938 -0.04 -0.01 -0.04 -0.3688
H 2.636485 2.893089 3.836041 -0.07 0.08 -0.05 0.4494
H 3.784916 1.810722 1.197906 -0.01 -0.02 0.00 0.1994
H 4.742747 2.003101 2.658625 0.00 -0.01 0.01 0.4466
H 4.030182 3.412789 1.900347 -0.03 0.00 -0.08 0.3219
C 3.744816 -3.401628 7.977390 0.02 0.03 -0.01 -1.4810
C 3.543544 -3.820102 6.529313 0.18 -0.06 0.14 -0.1707
N 2.896783 -2.808199 5.716605 -0.13 0.03 -0.10 0.1055
C 2.468849 -3.305999 4.423996 -0.13 -0.10 -0.15 -0.4578
C 3.543331 -3.773819 3.432083 -0.08 0.04 -0.10 -0.9019
C 3.529441 -1.501424 5.714977 0.07 0.19 0.13 -0.6350
C 4.990315 -1.402878 5.252988 -0.03 0.10 -0.05 -1.0624
H 2.797430 -3.114755 8.434712 -0.01 0.04 -0.02 0.3367
H 4.156878 -4.236218 8.545109 0.00 -0.01 0.00 0.4247
H 4.442183 -2.568833 8.073537 0.00 0.00 0.01 0.2895
H 2.908615 -4.709800 6.523841 -0.03 0.01 -0.13 0.3933
H 4.515863 -4.130921 6.112809 0.00 -0.05 0.04 0.1385
H 1.856740 -2.535030 3.945089 0.05 0.07 0.03 0.1775
H 1.787377 -4.143694 4.603275 0.05 -0.02 0.10 0.3734
H 4.074356 -2.937649 2.978426 0.07 0.00 0.05 0.2064
H 3.072151 -4.330866 2.618784 -0.01 -0.02 0.02 0.4537
H 4.274147 -4.435272 3.898040 0.01 0.00 0.02 0.1531
H 3.464385 -1.096520 6.727311 0.01 -0.07 0.03 0.3598
H 2.913433 -0.829652 5.109664 -0.04 -0.08 -0.07 0.2589
H 5.608228 -2.197471 5.672420 -0.01 -0.01 0.02 0.3211
H 5.415576 -0.452778 5.582592 -0.01 0.00 0.01 0.3943
H 5.083638 -1.435792 4.168148 0.02 -0.09 -0.01 0.2572
C 6.953396 -10.756412 4.589488 0.00 -0.02 0.00 -1.4297
C 6.440605 -9.705937 5.562660 -0.04 -0.17 -0.03 -0.3228
N 6.324392 -8.385428 4.973018 0.01 0.13 0.02 0.1184
C 6.097095 -7.337718 5.950464 0.09 0.13 0.15 -0.8637
C 4.787040 -7.358980 6.748366 -0.02 0.14 0.00 -0.6056
C 5.526678 -8.304517 3.763241 -0.03 -0.07 -0.23 -0.7045
C 4.061736 -8.759706 3.830000 -0.03 0.08 -0.07 -0.9427
H 7.908095 -10.453755 4.158251 -0.01 0.04 -0.03 0.3349
H 7.101475 -11.700419 5.114304 0.00 -0.01 0.01 0.4367
H 6.250592 -10.943935 3.777110 0.00 -0.01 0.00 0.2954
H 7.149508 -9.636121 6.391444 -0.04 0.09 0.04 0.4448
H 5.491573 -10.060960 5.995834 0.02 -0.02 0.01 0.2580
H 6.187559 -6.371952 5.443640 -0.03 -0.02 -0.07 0.3995
H 6.929009 -7.368268 6.660740 0.01 -0.09 -0.01 0.4026
H 3.939956 -7.035084 6.144460 -0.03 -0.08 -0.01 -0.0328
H 4.862579 -6.665353 7.588942 0.01 0.00 0.00 0.2418
H 4.565497 -8.343915 7.159046 0.02 -0.03 -0.02 0.3821
H 6.029907 -8.889015 2.989561 0.02 -0.05 0.05 0.3871
H 5.567381 -7.273974 3.400513 0.00 0.05 0.10 0.3301
H 3.946715 -9.694323 4.380122 0.03 -0.01 0.01 0.2565
H 3.684125 -8.928813 2.819410 0.01 0.00 0.00 0.3858
H 3.418357 -8.011435 4.290909 0.00 -0.04 0.08 0.2246
```
Forces are in eV/Å.

The HOMO energy comes out at -9.13 eV. Its total charge is +1. The orbital gap comes out at 5.007 eV. The strongest force on any atom is 1.6 eV/A. Its molar mass is 851.489 g mol⁻¹.

# 6
Here is C3H4NO4S as an isolated structure in a non-equilibrium geometry from the Open Molecules 2025 dataset. Energies are from the ωB97M-V functional and the def2-TZVPD basis.

The geometry in XYZ format:
```
13
Properties=species:S:1:pos:R:3:forces:R:3:mulliken_charge:R:1
C 0.195090 0.321578 -0.238114 0.58 1.33 -0.42 1.4760
C -0.285083 -1.189904 -0.201828 2.34 2.34 -0.03 0.0861
C 1.562012 1.028610 0.128609 1.61 -2.29 -1.68 -1.2329
N 0.553010 -2.114035 -0.387125 -0.78 -1.17 -0.39 -0.6902
O -0.320528 0.809659 -1.332947 0.96 -0.37 -0.19 -0.8094
O -0.704627 0.801699 0.939975 -1.55 -0.02 0.37 -0.4837
O -1.605624 -1.172172 -0.139491 -0.10 -0.51 0.15 -0.4112
O -3.161814 0.397376 1.073227 -0.34 -0.29 1.19 -0.6142
S -2.061418 0.517750 0.152951 -0.93 0.77 -0.49 0.6044
H 1.717078 1.422133 1.098936 -0.87 0.56 1.24 0.3175
H 1.662264 1.868430 -0.634303 0.12 -1.39 0.90 0.2654
H 2.447179 0.261548 0.150105 -1.39 1.27 -0.93 0.2413
H 0.002460 -2.952674 -0.609990 0.34 -0.24 0.28 0.2509
```
Forces are in eV/Å.

The HOMO energy comes out at -4.32 eV. Its total charge is -1. The calculation puts the energy above the lowest of the compared OMol25 structures with the same formula, charge and spin at 177.7 kJ/mol. The orbital gap comes out at 8.222 eV. The strongest force on any atom is 3.3 eV/A. Its molar mass is 150.135 g mol⁻¹.